Computed, not measured: a cluster of 3 separate species, C38H57N6O5S5 in total at a distorted geometry, with wB97M-V/def2-TZVPD.

Structure (XYZ):
```
111
Properties=species:S:1:pos:R:3
C 6.18705 -2.68277 0.99254
C 5.37273 -1.74751 2.11472
C 5.55727 -0.11834 1.78471
C 4.18473 0.55659 1.18847
N 4.37044 2.00993 0.71443
C 3.04576 2.43796 0.12264
C 2.15347 3.42368 1.12664
C 0.72010 3.68269 0.30467
C -0.59335 3.71438 1.28788
N -1.92707 3.74623 0.58093
C -2.58796 2.38995 0.48529
N -2.55990 1.78363 -0.77490
C -1.91300 2.37807 -2.00648
C -3.04108 3.32013 -2.80457
C -3.92427 2.46718 -3.89253
O -4.22721 3.36396 -5.04647
N -3.27149 1.82947 1.70698
C -4.55517 1.09955 1.40484
C -5.67868 1.93948 0.56648
C -6.43193 0.82531 -0.42823
S -7.12443 -0.64572 0.53463
C -6.77130 -2.26896 -0.33040
S -7.00202 -2.39358 -2.04513
N -6.31464 -3.56131 0.34651
C -5.43279 -3.80390 1.55050
C -5.30642 -5.42746 1.87896
N -6.11371 -6.13778 0.79857
C -6.66750 -5.00701 -0.05822
C -2.40446 0.88455 2.50491
S -1.58925 -0.48153 1.48301
C 0.14637 -0.01166 0.95952
C 0.25817 -0.28250 -0.67896
C 5.33429 1.97880 -0.49015
S 6.78837 2.92340 -0.44876
S 5.04822 0.99349 -2.06059
C 5.46617 -0.82921 -1.82997
C 5.74370 -1.54390 -3.29365
C 4.89976 -2.92785 -3.54109
H 5.47481 -3.02212 0.09987
H 7.13094 -2.11054 0.54776
H 6.63626 -3.62684 1.55219
H 4.23391 -2.04295 2.19985
H 5.96338 -1.93458 3.13424
H 6.47435 -0.07667 1.02069
H 5.85999 0.44120 2.77161
H 3.81241 -0.14872 0.31574
H 3.31833 0.52909 2.00542
H 2.40666 1.47775 -0.13680
H 3.20873 3.01413 -0.89942
H 2.75299 4.43298 1.27637
H 1.97539 2.94881 2.18417
H 0.85005 4.65974 -0.34858
H 0.59661 2.70998 -0.37633
H -0.52110 4.73393 1.90500
H -0.45798 2.85804 2.07230
H -2.52538 4.44494 1.11285
H -3.02338 0.83435 -0.90721
H -1.54659 1.51490 -2.70838
H -1.00693 3.08842 -1.80265
H -3.70155 3.93722 -2.04357
H -2.43757 4.13281 -3.43181
H -4.97511 2.20108 -3.41827
H -3.36906 1.52987 -4.32506
H -4.38966 2.77814 -5.86406
H -5.10141 0.70898 2.39215
H -4.33666 0.10758 0.77812
H -5.26977 2.76640 -0.15036
H -6.53694 2.41352 1.23072
H -7.26276 1.30088 -1.10097
H -5.60345 0.36364 -1.15237
H -4.92172 -2.94378 2.17117
H -4.73529 -5.99333 2.72945
H -7.32768 -5.33710 -0.98200
H -3.14019 0.31161 3.25100
H -1.62979 1.43334 3.22890
H 0.87732 -0.78938 1.48212
H 0.48991 1.06222 1.27460
H 1.09201 -1.07571 -0.89601
H 0.35831 0.70661 -1.30538
H -0.76471 -0.78263 -1.03308
H 4.61814 -1.45512 -1.31062
H 6.46353 -0.97464 -1.19599
H 6.89347 -1.82419 -3.39448
H 5.42033 -0.79458 -4.16372
H 5.65456 -3.77176 -3.91723
H 4.34354 -3.34898 -2.60148
H 4.10419 -2.81493 -4.41655
C 10.52710 1.87854 -1.66482
C 9.47069 1.21233 -2.14073
C 9.63821 0.01911 -2.99360
O 8.67187 -0.59009 -3.43127
C 11.01754 -0.41007 -3.29865
C 12.07394 0.25614 -2.82274
C 11.90643 1.44936 -1.96987
O 12.87277 2.05856 -1.53220
H 10.42182 2.75601 -1.03855
H 8.45266 1.51409 -1.92539
H 11.12282 -1.28754 -3.92492
H 13.09197 -0.04562 -3.03808
C -10.35417 -3.14938 5.22850
C -9.04805 -3.43290 5.22602
C -8.22536 -3.24360 4.01501
O -7.03024 -3.50474 4.01126
C -8.90120 -2.72761 2.80803
C -10.20731 -2.44408 2.81051
C -11.03000 -2.63338 4.02152
O -12.22512 -2.37225 4.02527
H -10.97215 -3.28316 6.10796
H -8.53754 -3.81141 6.10347
H -8.28321 -2.59382 1.92857
H -10.71783 -2.06557 1.93305
```

## Properties
**Total energy**: -4176.8282 Ha
**Charge**: +1
**Gap between HOMO and LUMO**: 5.596 eV